<i>
Here is a 2-piece molecular cluster, C2H3O3S overall from the Open Molecules 2025 dataset. Energies are from wB97M-V/def2-TZVPD.

Geometry as ORCA input:
```
! wB97M-V def2-TZVPD RIJCOSX def2/J DEFGRID3
* xyz -1 1
C -1.297 -0.059 -0.053
C 0.070 0.351 0.401
O 1.035 -1.399 -1.020
O 2.816 0.153 -0.152
O -0.851 -0.036 1.293
S 1.651 -0.679 0.111
H -1.923 0.855 -0.403
H -1.570 -1.022 -0.548
H 0.069 1.836 0.371
*
```

**Frontier orbital gap**: 7.2453 eV

Here are the natural (NBO) charges for atoms 1 to 4, given in e: -0.165, -0.083, -1.057, -1.029

<ii>
Here is an isolated ion of composition C2H3O3S and charge -1 from the Open Molecules 2025 dataset. Energies are from wB97M-V/def2-TZVPD.

Geometry as ORCA input:
```
! wB97M-V def2-TZVPD RIJCOSX def2/J DEFGRID3
* xyz -1 1
C 0.174 -0.298 -0.330
C -0.287 0.086 0.857
S -1.419 -1.281 1.968
O -2.742 -1.057 1.389
O -1.115 -0.849 3.341
O -0.825 -2.574 1.651
H 0.884 0.244 -0.999
H 0.166 -1.315 -0.821
H -0.432 1.106 1.322
*
```

**Frontier orbital gap**: 9.1028 eV
**SMILES string**: C=CS(=O)(=O)[O-]

Here are the natural (NBO) charges for atoms 1 to 4, given in e: -0.470, -0.422, 2.352, -1.002

<ii> (57.5 kcal/mol below the next structure)

<i>
Here is an isolated molecule of C23H26N4O5 from the Open Molecules 2025 dataset. Energies are from wB97M-V/def2-TZVPD.

Geometry as ORCA input:
```
! wB97M-V def2-TZVPD RIJCOSX def2/J DEFGRID3
* xyz 0 1
C 1.726 1.863 5.580
O 1.412 0.493 5.647
C 1.306 -0.201 4.479
C 1.486 0.330 3.214
C 1.356 -0.472 2.076
C 1.561 0.128 0.772
N 1.478 -0.592 -0.278
N 1.667 -0.112 -1.528
C 1.913 1.152 -1.953
O 2.018 2.138 -1.254
C 2.046 1.216 -3.485
N 0.796 0.922 -4.145
C -0.085 1.957 -4.633
C -1.393 1.205 -4.946
C -2.196 1.815 -6.068
C -2.948 1.021 -6.926
C -3.696 1.589 -7.943
C -3.708 2.961 -8.117
C -2.976 3.763 -7.258
C -2.230 3.194 -6.241
C -0.911 -0.230 -5.193
C 0.369 -0.329 -4.390
O 0.941 -1.338 -4.021
C 1.044 -1.821 2.221
C 0.867 -2.365 3.479
C 0.991 -1.569 4.604
O 0.887 -2.042 5.897
C -0.056 -2.965 6.228
O -0.858 -3.439 5.459
N 0.011 -3.274 7.542
C 0.956 -2.699 8.467
C -0.885 -4.270 8.078
H 2.703 2.029 5.115
H 0.962 2.425 5.033
H 1.756 2.207 6.612
H 1.727 1.373 3.086
H 1.786 1.192 0.758
H 1.562 -0.842 -2.238
H 2.791 0.481 -3.807
H 2.372 2.219 -3.764
H -0.213 2.732 -3.873
H 0.334 2.414 -5.540
H -2.016 1.209 -4.042
H -2.961 -0.051 -6.799
H -4.271 0.955 -8.601
H -4.288 3.404 -8.913
H -2.986 4.836 -7.379
H -1.675 3.835 -5.573
H -1.622 -0.994 -4.885
H -0.661 -0.390 -6.244
H 0.948 -2.430 1.338
H 0.619 -3.407 3.594
H 1.693 -3.447 8.774
H 0.426 -2.346 9.354
H 1.468 -1.863 8.000
H -0.317 -5.108 8.489
H -1.502 -3.837 8.869
H -1.525 -4.624 7.273
*
```

**Frontier orbital gap**: 8.5625 eV
**SMILES string**: COc1cc(/C=N/NC(=O)CN2C[C@@H](c3ccccc3)CC2=O)ccc1OC(=O)N(C)C

Here are the natural (NBO) charges for atoms 1 to 4, given in e: -0.252, -0.499, 0.327, -0.291

<ii>
Here is C23H26N4O5 as an isolated structure from the Open Molecules 2025 dataset. Energies are from wB97M-V/def2-TZVPD.

Geometry as ORCA input:
```
! wB97M-V def2-TZVPD RIJCOSX def2/J DEFGRID3
* xyz 0 1
O -0.140 2.104 5.904
O -3.126 -1.444 -2.273
O 1.313 -0.941 -0.986
N 1.385 3.925 9.289
O -1.923 -3.538 -4.616
O 0.623 3.912 4.696
C 0.432 3.187 5.832
C -2.345 -0.504 -2.331
C 0.829 -1.979 -1.421
C 0.842 3.147 8.377
C 0.924 3.764 7.072
C 1.551 4.960 7.255
C 3.419 0.782 1.963
C 3.485 2.170 1.807
C 2.326 0.205 2.615
C -3.201 -2.893 -6.590
C -4.375 -2.350 -8.027
C 2.454 2.979 2.296
C 1.297 1.015 3.106
C -1.159 -1.687 -6.003
C -2.256 -1.881 -6.867
C -3.750 -4.502 -5.267
C 1.348 2.408 2.945
C -1.003 -2.499 -4.861
N 1.815 5.031 8.613
N 1.314 -3.149 -0.990
N -1.023 -0.647 -2.410
C -2.866 0.913 -2.289
C 0.232 3.284 3.461
C 0.842 -4.495 -1.319
C 0.132 -2.251 -3.878
C -0.329 -1.940 -2.438
H -1.816 -4.164 -3.742
H 0.398 2.176 8.578
H 1.789 5.693 6.487
H 4.215 0.152 1.576
H 4.336 2.618 1.304
H 2.272 -0.872 2.739
H -4.289 -3.057 -7.388
H -3.022 -3.732 -5.473
H 2.513 4.056 2.173
H 0.455 0.559 3.620
H -0.450 -0.894 -6.201
H -2.383 -1.245 -7.729
H 2.283 5.821 9.062
H 2.073 -3.065 -0.330
H -0.447 0.179 -2.377
H -2.451 1.422 -1.421
H -3.952 0.887 -2.213
H -2.574 1.429 -3.202
H 0.021 4.064 2.723
H -0.691 2.703 3.571
H 1.302 -5.218 -0.642
H -0.242 -4.561 -1.205
H 1.117 -4.757 -2.342
H 0.758 -3.143 -3.870
H 0.753 -1.428 -4.233
H -1.034 -2.712 -2.135
*
```

**Frontier orbital gap**: 6.2504 eV

Here are the natural (NBO) charges for atoms 1 to 4, given in e: -0.605, -0.642, -0.622, -0.243

<i> (470.5 kcal/mol below the next structure)

<i>
Here is a 14-piece molecular cluster, C7H39NO13 overall from the Open Molecules 2025 dataset. Energies are from wB97M-V/def2-TZVPD.

Geometry as ORCA input:
```
! wB97M-V def2-TZVPD RIJCOSX def2/J DEFGRID3
* xyz 0 1
C -3.053 -0.740 0.154
C -3.085 -0.760 1.730
C -2.162 0.392 2.114
C -1.395 0.973 0.975
C 0.158 0.856 1.048
C 1.069 1.379 0.269
C 2.533 1.455 0.462
N -1.942 0.320 -0.185
H -4.029 -0.517 -0.279
H -2.785 -1.664 -0.288
H -4.072 -0.685 2.093
H -2.543 -1.624 2.142
H -1.581 0.040 2.960
H -1.484 2.113 0.927
H 0.293 0.285 2.009
H 0.529 1.797 -0.641
H 2.685 1.930 1.419
H 3.096 2.008 -0.314
H 3.007 0.449 0.421
H -2.159 0.942 -1.007
H -0.018 -0.794 -0.489
H 0.988 -0.547 -1.426
H -1.077 -2.473 -1.227
O 0.600 -1.339 -0.933
H 0.084 -1.857 1.745
H 4.498 -0.424 -1.012
O 4.173 -0.825 -0.177
H -1.367 4.511 -1.136
H 0.174 4.298 -1.288
O -0.645 4.402 -1.786
H 2.370 -4.340 0.554
H 1.043 -3.967 -0.166
O 1.430 -4.474 0.537
H -1.018 1.344 -3.977
H -0.726 2.499 -2.833
O -0.435 1.923 -3.521
H 0.549 -0.919 4.901
H 1.584 -0.899 4.024
O 0.785 -0.355 4.166
H 3.651 -1.615 -0.584
H -1.742 -2.980 -2.378
O -1.472 -3.281 -1.534
H 2.463 0.806 -2.462
H 1.019 1.207 -3.048
O 1.533 0.647 -2.376
H -0.393 4.049 3.069
H 0.159 2.588 2.898
O -0.401 3.263 2.498
H -2.568 -1.111 -3.862
H -2.202 -0.727 -2.244
O -2.588 -1.289 -2.932
H 1.895 3.652 1.089
H 0.449 3.562 0.940
O 1.216 4.155 0.626
H 1.712 -2.613 -1.263
H 1.227 -3.954 -2.048
O 1.972 -3.366 -1.849
H -2.676 1.289 2.584
H 0.516 -3.373 1.910
O -0.201 -2.706 2.144
*
```

**Frontier orbital gap**: 8.8084 eV

Here are the natural (NBO) charges for atoms 1 to 4, given in e: -0.224, -0.431, -0.424, -0.080

<ii>
Here is a 14-piece molecular cluster, C7H39NO13 overall from the Open Molecules 2025 dataset. Energies are from wB97M-V/def2-TZVPD.

Geometry as ORCA input:
```
! wB97M-V def2-TZVPD RIJCOSX def2/J DEFGRID3
* xyz 0 1
C 0.153 -3.322 -1.387
C 1.303 -2.448 -0.816
C 0.742 -1.343 0.045
C 0.653 -1.360 1.371
N 0.843 -2.445 2.225
C 0.308 -0.148 -0.737
C -0.750 0.808 -0.240
C -1.056 2.020 -0.673
H 0.028 -4.131 -0.662
H 0.325 -3.662 -2.404
H -0.814 -2.819 -1.351
H 1.710 -1.973 -1.709
H 2.112 -3.015 -0.359
H 0.391 -0.453 1.879
H 0.971 -3.377 1.877
H 1.194 -2.249 3.138
H 1.112 0.513 -1.091
H -0.093 -0.451 -1.720
H -1.311 0.329 0.566
H -1.904 2.540 -0.251
H -0.542 2.424 -1.539
H -2.669 0.639 3.254
H -3.582 1.231 2.058
O -3.205 1.378 2.941
H 3.119 -0.231 -1.814
H 4.057 -0.511 -3.057
O 3.198 -0.174 -2.794
H 3.058 0.392 0.535
H 3.635 -0.965 0.357
O 3.547 -0.133 -0.124
H 0.032 3.058 3.145
H -1.239 2.135 3.482
O -0.371 2.442 3.757
H 1.982 0.286 2.813
H 2.324 1.741 2.882
O 2.648 0.922 2.497
H 2.335 1.381 -3.063
H 1.752 2.801 -2.668
O 1.663 2.058 -3.270
H 2.794 3.081 0.539
H 1.279 3.009 0.507
O 2.014 3.623 0.371
H -2.050 -1.451 2.900
H -3.117 -1.205 3.950
O -2.171 -1.095 3.788
H -2.515 -0.486 -1.908
H -3.514 -0.109 -3.065
O -3.428 -0.526 -2.200
H -4.456 -0.797 0.594
H -4.896 0.712 0.502
O -4.269 0.096 0.890
H 0.587 0.582 -4.466
H 0.793 -0.920 -4.731
O 0.118 -0.240 -4.662
H -0.029 0.234 4.272
H 0.285 -1.232 4.198
O 0.721 -0.378 4.282
H -1.705 0.346 -4.455
H -1.803 1.835 -4.296
O -2.297 1.031 -4.108
*
```

**Frontier orbital gap**: 8.3219 eV

Here are the natural (NBO) charges for atoms 1 to 4, given in e: -0.603, -0.446, -0.055, -0.048

<ii> (59.7 kcal/mol below the next structure)

<i>
Here is an isolated molecule of C4H7ClN2O from the Open Molecules 2025 dataset. Energies are from wB97M-V/def2-TZVPD.

Geometry as ORCA input:
```
! wB97M-V def2-TZVPD RIJCOSX def2/J DEFGRID3
* xyz 0 1
N -1.554 0.024 1.045
N -1.881 -0.718 -0.075
C -0.922 -1.194 -0.757
C 0.523 -1.189 -0.455
C 1.328 -0.155 -0.172
Cl 3.004 -0.463 0.206
C 1.015 1.330 -0.150
O -0.178 1.686 -0.731
H -0.714 -0.323 1.530
H -2.367 -0.001 1.646
H -1.232 -1.767 -1.673
H 0.969 -2.150 -0.504
H 1.830 1.818 -0.685
H 1.085 1.645 0.913
H -0.907 1.457 -0.139
*
```

**Frontier orbital gap**: 9.8540 eV
**SMILES string**: N/N=C\C=C(\Cl)CO

Here are the natural (NBO) charges for atoms 1 to 4, given in e: -0.687, -0.230, 0.029, -0.337

<ii>
Here is an isolated molecule of C4H7ClN2O from the Open Molecules 2025 dataset. Energies are from wB97M-V/def2-TZVPD.

Geometry as ORCA input:
```
! wB97M-V def2-TZVPD RIJCOSX def2/J DEFGRID3
* xyz 0 1
O 1.624 -1.189 1.266
N 0.444 -0.257 1.425
C -0.711 -0.937 1.085
N -1.726 -0.527 0.443
C -1.578 0.747 -0.150
C -0.162 0.957 -0.538
Cl 0.451 0.056 -1.972
C 0.704 0.970 0.748
H 1.808 -1.649 2.239
H -0.664 -2.087 1.267
H -2.217 0.704 -1.009
H -2.123 1.681 0.447
H -0.240 1.941 -0.884
H 0.470 1.967 1.136
H 1.779 1.065 0.259
*
```

**Frontier orbital gap**: 9.9099 eV
**SMILES string**: ON1C=NC[C@H](Cl)C1

Here are the natural (NBO) charges for atoms 1 to 4, given in e: -0.574, -0.190, 0.256, -0.462

<i> (45.5 kcal/mol below the next structure)